10
Properties=species:S:1:pos:R:3 method="wB97M-V/def2-TZVPD" de_lowest_ev=6.244 homo_energy_ev=-7.738
O 2.035 1.398 0.617
C 1.435 0.212 0.433
C -0.371 -0.276 -0.249
O 0.039 0.851 -0.686
C -1.778 -0.607 -0.368
C -2.877 -1.120 -0.328
H 2.287 1.768 -0.242
H 1.207 -0.197 1.410
H 1.875 -0.471 -0.285
H -3.851 -1.558 -0.302